(1)
ORCA calculation (wB97M-V/def2-TZVPD) on a molecular structure, C6H11N2O2.

Geometry (Å):
C -0.21 1.18 -0.22
C 1.68 -0.16 1.11
C -1.19 -0.89 0.43
C 0.11 -1.46 -0.26
C -2.41 1.25 0.47
C 2.00 -0.13 -1.43
N -1.18 0.54 0.24
N 1.10 -0.31 -0.21
O 0.36 2.15 -0.56
O 2.56 0.61 1.40
H 1.29 -0.77 1.91
H -2.10 -1.19 -0.13
H -1.07 -1.10 1.47
H 0.41 -2.28 0.40
H -0.05 -1.59 -1.35
H -2.30 2.31 0.23
H -3.23 0.82 -0.05
H -2.58 1.21 1.52
H 2.74 -0.99 -1.35
H 1.45 0.00 -2.35
H 2.63 0.81 -1.27

lowest unoccupied orbital energy (alpha / beta) = -0.103 / -0.270 hartree
2S+1 = 3
HOMO level (alpha / beta) = -10.71 / -15.01 eV
total charge = +1
orbital gap (alpha / beta) = 7.9109 / 7.6612 eV


(2)
ORCA calculation (wB97M-V/def2-TZVPD) on a gas-phase ion, C6H11N2O3 (charge +1).

Geometry (Å):
C -0.21 0.09 0.29
C 1.76 -0.03 1.88
C 2.01 0.37 0.66
C 3.27 0.87 0.05
C -2.58 -0.25 0.22
C -1.30 0.14 -1.84
N 2.17 -0.32 3.06
N -1.29 -0.02 -0.40
O 2.03 0.31 4.08
O 0.93 0.35 -0.24
O 2.65 -1.62 3.17
H -0.26 -0.04 1.38
H 3.83 1.49 0.74
H 3.03 1.44 -0.85
H 3.91 0.03 -0.24
H -3.27 0.54 -0.08
H -2.99 -1.20 -0.11
H -2.49 -0.25 1.30
H -1.38 1.19 -2.10
H -0.37 -0.25 -2.27
H -2.15 -0.39 -2.26
H 2.75 -1.85 4.11

lowest unoccupied orbital energy = -0.142 hartree
HOMO level = -13.21 eV
SMILES = CC(=C=[N+]([O-])O)OC=[N+](C)C
total charge = +1
orbital gap = 9.3540 eV


(3)
ORCA calculation (wB97M-V/def2-TZVPD) on 2 unconnected molecules or ions with the total composition C6H11N2O5S2.

Geometry (Å):
C 1.55 -0.76 1.39
C 2.83 0.87 -0.31
C 0.84 -0.77 0.04
C -3.69 -0.44 -0.37
C -1.43 -1.24 -0.69
C -2.32 0.05 -0.52
N -0.07 -0.77 -0.78
N 2.08 -0.36 0.08
O 0.27 2.25 -1.28
O 0.52 2.46 1.15
O 4.16 0.58 -0.33
O 4.65 -1.84 0.17
O -1.95 0.86 0.53
S -0.36 2.56 -0.01
S 5.17 -0.55 0.11
H 1.24 0.09 1.99
H 1.99 -1.69 1.51
H 2.51 1.63 0.37
H 2.37 1.17 -1.25
H -4.41 0.47 -0.28
H -4.08 -1.16 -1.00
H -3.72 -0.86 0.63
H -1.61 -1.83 0.28
H -1.75 -1.97 -1.41
H -2.38 0.76 -1.43
H -2.41 0.50 1.43

lowest unoccupied orbital energy (alpha / beta) = -0.283 / -0.283 hartree
HOMO level (alpha / beta) = -12.11 / -12.11 eV
total charge = +1
orbital gap (alpha / beta) = 4.4053 / 4.4070 eV


(4)
ORCA calculation (wB97M-V/def2-TZVPD) on 2 unconnected molecules or ions with the total composition C6H11N2P.

Geometry (Å):
C -2.14 -0.73 -0.11
C -2.09 0.56 0.19
C -0.04 -0.35 0.48
C -0.39 -2.62 -0.32
C -0.28 1.98 1.11
C 2.70 0.67 -0.77
N -0.87 -1.28 0.02
N -0.82 0.79 0.57
P 3.76 1.57 -1.85
H -3.08 -1.40 -0.37
H -2.89 1.20 0.17
H -1.28 -3.39 -0.09
H -0.19 -2.79 -1.31
H 0.45 -2.66 0.27
H -0.95 2.80 1.17
H 0.20 1.69 2.09
H 0.51 2.28 0.44
H 1.93 1.46 -0.44
H 2.18 -0.12 -1.22
H 3.30 0.34 -0.02

lowest unoccupied orbital energy (alpha / beta) = -0.015 / -0.014 hartree
HOMO level (alpha / beta) = -7.58 / -7.53 eV
total charge = 0
orbital gap (alpha / beta) = 7.1814 / 7.1419 eV


(5)
ORCA calculation (wB97M-V/def2-TZVPD) on a single C6H11N2P molecule.

Geometry (Å):
C 2.89 0.30 0.76
C 1.65 0.89 0.96
C 1.49 -0.63 -0.58
C -1.25 -1.78 -0.27
C -1.56 -0.48 0.36
C -0.62 0.63 -0.26
N 2.79 -0.66 -0.23
N 0.71 0.25 0.13
P -1.29 2.25 0.23
H 3.83 0.54 1.27
H 1.38 1.61 1.71
H 1.09 -1.12 -1.47
H -0.27 -2.12 0.01
H -1.27 -1.66 -1.38
H -1.96 -2.58 0.04
H -2.64 -0.33 0.03
H -1.38 -0.52 1.38
H -0.61 0.50 -1.42
H -2.56 2.11 -0.57
H -0.42 2.81 -0.72

lowest unoccupied orbital energy = 0.026 hartree
HOMO level = -8.67 eV
SMILES = CC[C@@H](P)n1ccnc1
total charge = 0
orbital gap = 9.3782 eV


(6)
ORCA calculation (wB97M-V/def2-TZVPD) on a gas-phase ion, C6H11N2S (charge +1).

Geometry (Å):
C 0.19 1.72 -0.97
C -1.24 0.20 1.15
C 1.19 2.52 -0.60
C 0.18 -1.20 -0.31
C 1.68 -1.51 -0.35
C -0.61 -1.38 -1.37
N -0.49 -0.81 0.94
N -2.21 0.15 2.06
S -1.36 1.55 0.02
H 2.09 2.76 -1.25
H 1.22 3.04 0.37
H 2.26 -0.55 -0.44
H 1.78 -2.19 -1.28
H 2.12 -1.88 0.64
H -0.32 -1.63 -2.37
H 0.16 1.26 -1.87
H -1.66 -1.17 -1.22
H -0.08 -1.36 1.73
H -2.34 -0.51 2.79
H -2.57 1.00 2.35

lowest unoccupied orbital energy = -0.136 hartree
HOMO level = -13.34 eV
total charge = +1
orbital gap = 9.6369 eV